No. 1
Below is a molecular structure, C2H4ClNO3, with properties calculated with ωB97M-V/def2-TZVPD.

The geometry in ORCA input format:
```
! RIJCOSX wB97M-V def2-TZVPD def2/J DEFGRID3
* xyz 0 1
C -0.26 2.62 1.15
C 0.17 -0.51 0.50
N -0.83 1.51 -0.27
O -0.42 2.30 2.26
O 0.18 1.57 -1.23
O -0.99 0.28 0.26
Cl 0.41 4.02 0.49
H -0.16 -1.29 1.18
H 0.96 0.09 0.96
H 0.53 -0.94 -0.44
H -0.28 1.81 -2.05
*
```

Calculated values
- HOMO energy: -9.056 eV
- E_LUMO: 0.62 eV
- HOMO-LUMO gap: 0.35572 Ha

No. 2
Below is 3 unconnected molecules or ions with the total composition C2H4ClNO3, with properties calculated with ωB97M-V/def2-TZVPD.

The geometry in ORCA input format:
```
! RIJCOSX wB97M-V def2-TZVPD def2/J DEFGRID3
* xyz 0 1
C -5.50 -0.07 0.16
C 0.34 -0.98 -0.10
N 1.25 -1.77 0.40
O -5.23 0.44 1.15
O -5.77 -0.58 -0.83
O -0.71 2.65 -0.59
Cl -1.14 -1.81 -0.35
H -1.14 2.35 -1.40
H 2.17 -1.40 0.59
H 1.12 -2.76 0.61
H -0.47 1.85 -0.11
*
```

Calculated values
- HOMO energy: -9.351 eV
- E_LUMO: 0.53 eV
- HOMO-LUMO gap: 0.36300 Ha

No. 3
Below is 2 unconnected molecules or ions with the total composition C2H4ClNS, with properties calculated with ωB97M-V/def2-TZVPD.

The geometry in ORCA input format:
```
! RIJCOSX wB97M-V def2-TZVPD def2/J DEFGRID3
* xyz 0 1
C -1.37 0.54 -0.44
C 0.09 -1.10 0.23
N -0.31 0.08 0.22
S -2.24 1.83 -0.16
Cl 2.30 0.70 0.99
H -1.32 0.00 -1.40
H 2.24 1.16 -0.21
H -0.54 -1.97 0.25
H 1.14 -1.25 0.53
*
```

Calculated values
- HOMO energy: -8.746 eV
- E_LUMO: -0.61 eV
- HOMO-LUMO gap: 0.29906 Ha

No. 4
Below is 2 unconnected molecules or ions with the total composition C2H4ClO4S, with properties calculated with ωB97M-V/def2-TZVPD.

The geometry in ORCA input format:
```
! RIJCOSX wB97M-V def2-TZVPD def2/J DEFGRID3
* xyz -1 1
C 0.79 0.63 -0.60
C 1.42 1.18 0.60
O -1.60 -0.39 -0.17
O -1.21 -0.64 2.20
O -3.23 0.78 1.31
O 2.09 0.66 1.41
S -1.80 0.49 1.00
Cl 1.10 2.96 0.86
H 1.48 -0.25 -1.11
H -0.20 0.08 -0.32
H 0.49 1.44 -1.22
H -1.36 -0.12 2.98
*
```

Calculated values
- HOMO energy: -4.567 eV
- E_LUMO: 3.45 eV
- HOMO-LUMO gap: 0.29461 Ha

No. 5
Below is 2 unconnected molecules or ions with the total composition C2H4F2N3O2, with properties calculated with ωB97M-V/def2-TZVPD.

The geometry in ORCA input format:
```
! RIJCOSX wB97M-V def2-TZVPD def2/J DEFGRID3
* xyz 1 3
C -1.62 -0.02 -0.54
C 0.95 -0.28 1.04
N -1.37 1.10 -0.74
N -2.03 -1.20 -0.34
N 1.43 0.60 0.22
O 0.95 1.72 -0.03
O 2.53 0.20 -0.50
F 1.50 -1.45 1.23
F -0.13 -0.05 1.76
H 2.88 0.98 -0.98
H -0.56 1.75 -0.59
H -2.08 -1.88 -1.09
H -2.46 -1.45 0.55
*
```

Calculated values
- HOMO energy (alpha / beta): -10.306 / -16.207 eV
- E_LUMO (alpha / beta): -3.90 / -6.42 eV
- Expectation value of S²: 2.006
- HOMO-LUMO gap (alpha / beta): 0.23526 / 0.35980 Ha

No. 6
Below is a single C2H4F2O molecule, with properties calculated with ωB97M-V/def2-TZVPD.

The geometry in ORCA input format:
```
! RIJCOSX wB97M-V def2-TZVPD def2/J DEFGRID3
* xyz 0 1
C 0.43 -0.52 -0.28
C -0.74 0.16 0.28
H 1.34 1.05 0.05
H 0.24 -0.43 -1.36
H 0.35 -1.61 0.00
H -0.64 0.17 1.42
O 1.60 0.11 0.12
F -1.94 -0.38 -0.04
F -0.66 1.45 -0.19
*
```

Calculated values
- HOMO energy: -11.012 eV
- E_LUMO: 1.00 eV
- HOMO-LUMO gap: 0.44159 Ha

No. 7
Below is a single C2H4F2S2 molecule, with properties calculated with ωB97M-V/def2-TZVPD.

The geometry in ORCA input format:
```
! RIJCOSX wB97M-V def2-TZVPD def2/J DEFGRID3
* xyz 0 1
C 1.84 -0.20 -0.56
C -1.85 0.41 0.47
F -1.82 1.72 0.80
F -1.90 0.35 -0.91
S 0.59 -1.46 -0.10
S -0.36 -0.78 1.46
H 2.18 0.17 0.32
H 1.57 0.51 -1.40
H 2.61 -0.83 -0.83
H -2.85 0.10 0.74
*
```

Calculated values
- HOMO energy: -9.158 eV
- E_LUMO: 0.43 eV
- HOMO-LUMO gap: 0.35223 Ha

No. 8
Below is 2 unconnected molecules or ions with the total composition C2H4F3NOS, with properties calculated with ωB97M-V/def2-TZVPD.

The geometry in ORCA input format:
```
! RIJCOSX wB97M-V def2-TZVPD def2/J DEFGRID3
* xyz 0 1
C -1.31 -0.49 -0.91
C 2.00 -0.34 0.16
N -1.46 0.44 1.57
O -0.47 2.04 -0.22
F 2.16 -0.76 -1.12
F 2.89 0.51 0.57
F 2.04 -1.36 0.96
S -0.63 0.70 0.29
H -0.78 -0.19 -1.79
H -0.97 -1.43 -0.61
H -2.39 -0.29 -1.01
H -1.08 1.17 2.12
*
```

Calculated values
- HOMO energy (alpha / beta): -9.771 / -8.988 eV
- E_LUMO (alpha / beta): -1.29 / -0.74 eV
- HOMO-LUMO gap (alpha / beta): 0.31170 / 0.30323 Ha

No. 9
Below is a single C2H4FN molecule, with properties calculated with ωB97M-V/def2-TZVPD.

The geometry in ORCA input format:
```
! RIJCOSX wB97M-V def2-TZVPD def2/J DEFGRID3
* xyz 0 1
C 0.23 0.43 -0.16
C -0.76 -0.68 0.13
N 1.31 0.49 0.49
F -0.19 1.36 -1.10
H -1.61 -0.14 0.18
H -0.27 -1.24 1.02
H -0.76 -1.41 -0.67
H 2.05 1.18 0.10
*
```

Calculated values
- HOMO energy: -10.787 eV
- E_LUMO: 1.05 eV
- HOMO-LUMO gap: 0.43484 Ha

No. 10
Below is a single C2H4FN molecule, with properties calculated with ωB97M-V/def2-TZVPD.

The geometry in ORCA input format:
```
! RIJCOSX wB97M-V def2-TZVPD def2/J DEFGRID3
* xyz 0 1
C -0.32 -0.56 0.03
C 0.82 0.39 -0.01
N -1.58 -0.55 -0.02
F -2.22 0.70 0.06
H 1.16 0.51 -0.96
H 0.09 -1.66 -0.09
H 1.61 -0.14 0.74
H 0.45 1.31 0.25
*
```

Calculated values
- HOMO energy: -10.848 eV
- E_LUMO: 0.82 eV
- HOMO-LUMO gap: 0.42873 Ha

No. 11
Below is 2 unconnected molecules or ions with the total composition C2H4FNO, with properties calculated with ωB97M-V/def2-TZVPD.

The geometry in ORCA input format:
```
! RIJCOSX wB97M-V def2-TZVPD def2/J DEFGRID3
* xyz 0 1
C 1.21 -0.48 -0.20
C -1.09 -0.71 0.48
N 0.36 -0.35 0.67
O 2.24 -0.25 -0.85
F 0.35 1.76 -0.42
H 0.91 2.26 -0.68
H -1.16 -1.82 0.53
H -1.68 -0.11 1.10
H -1.15 -0.29 -0.62
*
```

Calculated values
- HOMO energy: -10.027 eV
- E_LUMO: 0.51 eV
- HOMO-LUMO gap: 0.38709 Ha

No. 12
Below is 2 unconnected molecules or ions with the total composition C2H4FNO2S, with properties calculated with ωB97M-V/def2-TZVPD.

The geometry in ORCA input format:
```
! RIJCOSX wB97M-V def2-TZVPD def2/J DEFGRID3
* xyz 0 1
C 1.02 -0.13 -0.66
C 1.90 0.57 -1.62
N 0.42 -0.84 0.03
O -2.12 -1.31 0.85
O -1.82 -0.23 3.07
F -1.79 1.20 1.11
S -2.59 -0.09 1.89
H -1.19 -1.43 0.88
H 2.87 -0.03 -1.82
H 2.00 1.60 -1.14
H 1.31 0.70 -2.58
*
```

Calculated values
- HOMO energy: -11.083 eV
- E_LUMO: 0.54 eV
- HOMO-LUMO gap: 0.42729 Ha

Values of ΔE to the lowest compared entry with this formula, charge and spin, in order: 120.47, 34.85, 53.30, 15.34, 12.94, 13.94, 18.15, 70.78, 5.96, 60.77, 53.98, 0.00, all in kcal per mole.